DFT (the ωB97M-V functional and the def2-TZVPD basis) results for an isolated molecule of C6H12N2O.

```
21
Properties=species:S:1:pos:R:3
C -1.6550 1.1763 -0.4376
C -1.4690 -0.3076 -0.3067
C -0.5320 -1.0628 -1.2416
C 0.2098 -0.3278 -2.3667
C 2.0943 -0.5507 0.2481
C 0.7173 0.7435 1.6973
H -2.1249 1.5038 0.4594
H -2.2760 1.4509 -1.2911
H -0.7110 1.7322 -0.5301
H -2.2691 -0.9011 0.0968
H -0.7915 -2.0393 -1.5366
H 0.8952 -1.0789 -2.8485
H 0.8910 0.5008 -2.0447
H -0.5476 0.0000 -3.0984
H 2.0873 -1.5766 0.7220
H 2.8889 0.0961 0.6263
H 2.2395 -0.6945 -0.8257
H 1.6546 1.1926 1.9571
N -0.1883 -0.8776 0.2127
N 0.8427 0.1319 0.4501
O -0.3387 0.8761 2.2646
```

Results
SMILES string	C[C@@H]1[C@H](C)N1N(C)C=O
Kohn-Sham gap	9.574	eV
HOMO	-0.3177	Eh
max |F|	2.82	eV/Å
ΔE to the lowest compared entry with this formula, charge and spin	60.1	kcal/mol
LUMO energy	0.93	eV
total charge	0

Okay, here come the Mulliken numbers, in e, for every atom: -1.49 0.18 0.02 -1.32 -0.98 0.03 0.40 0.36 0.33 0.40 0.43 0.36 0.33 0.31 0.33 0.39 0.28 0.33 -0.33 0.14 -0.49